# C28H50Cl50N3O

A 25-piece molecular cluster, C28H50Cl50N3O overall at a distorted geometry (ωB97M-V/def2-TZVPD, OMol25).

Each line ends with the Löwdin charge.
Geometry (Å):
H 3.900 -1.655 2.465  -0.091
H 1.027 5.594 8.966  0.024
Cl -0.659 2.172 -6.555  0.463
Cl 3.361 7.794 -4.421  0.540
H 2.839 -2.686 -3.796  0.015
N -0.141 0.385 -0.483  0.191
H -0.243 -5.127 -0.394  0.027
N -3.800 -1.485 0.769  0.229
H -2.625 0.342 10.729  0.009
Cl 6.781 -5.959 2.245  0.486
H -4.388 0.496 -6.267  -0.076
H -0.193 6.533 8.079  0.028
H 3.483 -2.445 0.918  -0.024
H -1.630 -5.767 -1.303  -0.033
Cl 6.577 -6.030 -3.709  0.508
Cl 0.919 4.987 6.698  0.530
Cl -1.369 -6.800 0.789  0.538
Cl -6.039 2.066 -2.003  0.476
Cl -2.607 -6.623 -4.115  0.499
C -6.038 -3.946 1.382  -1.046
Cl -3.695 -1.635 -6.960  0.563
Cl -1.365 3.103 8.442  0.505
Cl -6.097 -5.704 1.548  0.506
C -4.884 1.041 -5.469  -1.063
Cl -1.891 2.760 5.581  0.498
Cl -6.754 -3.407 -0.142  0.487
H -7.175 3.795 -3.129  0.025
Cl 0.783 7.238 3.483  0.520
H -0.204 -2.180 4.362  0.009
Cl -6.250 -2.460 -5.802  0.542
C 0.811 6.127 8.049  -1.010
Cl 2.975 4.957 -1.385  0.499
H -7.941 8.278 -0.402  0.027
H -7.618 6.547 -0.174  0.011
H 5.187 9.260 -4.207  0.032
N -1.364 1.645 -1.717  0.157
Cl 3.778 5.171 -6.073  0.508
Cl -2.257 -4.066 0.201  0.679
H -5.005 -3.628 1.410  -0.039
H 1.237 6.377 -2.105  0.011
Cl -1.871 5.066 -0.977  0.480
Cl -3.794 2.300 -4.861  0.478
Cl -6.476 7.418 -2.032  0.493
H 7.008 -1.883 5.509  0.029
H 2.837 7.128 -2.290  -0.094
Cl 6.570 -9.502 1.884  0.500
H -0.653 6.696 0.217  -0.055
H 3.634 -1.118 -4.059  0.032
H -1.107 -0.830 5.082  0.013
H 1.946 -8.184 2.597  0.030
C -1.463 -7.978 -4.088  -0.998
Cl 3.803 9.872 -2.406  0.534
H 8.422 -10.610 0.956  0.024
C 6.210 -5.838 0.584  -1.035
H -5.124 0.365 -4.655  -0.018
C -7.181 7.506 -0.410  -1.015
Cl 1.957 7.456 7.876  0.526
Cl -0.175 4.734 2.325  0.491
Cl -2.835 6.965 1.040  0.526
C 5.948 -2.002 5.325  -0.977
Cl -8.600 3.305 -1.320  0.524
Cl -3.549 0.161 -2.218  0.832
Cl 2.564 -7.037 0.639  0.501
C -2.591 2.795 7.208  -1.000
Cl -5.966 7.890 0.811  0.487
H -1.745 7.422 -0.984  0.036
C -2.063 0.459 -1.530  -0.600
H 2.920 3.072 -5.461  0.024
C 5.901 -5.750 -5.317  -1.005
Cl 4.971 -4.246 -5.381  0.500
Cl 1.247 4.557 -4.725  0.480
C -1.771 1.787 -7.877  -1.047
H -0.765 -7.860 -4.908  0.026
C 2.087 -7.141 2.342  -1.015
H -6.590 -3.499 2.200  0.027
Cl -0.988 1.924 -9.450  0.536
C 8.271 -9.646 1.426  -1.003
H -1.500 -0.473 11.834  0.025
H -1.703 2.427 -2.258  0.145
H -2.016 -8.902 -4.195  0.030
C 4.118 9.356 -4.067  -0.965
Cl -3.728 -0.604 12.575  0.507
H 6.713 -5.685 -6.031  0.028
H -7.988 2.223 -3.310  0.014
H -3.324 3.592 7.244  0.027
H -4.082 -2.921 -5.025  0.023
H 5.373 -1.521 6.107  0.028
C -0.329 5.883 3.670  -1.035
C -4.545 -2.864 -6.003  -0.982
H -3.063 1.841 7.414  0.025
C -2.687 -1.492 0.451  -0.432
H -0.102 5.373 4.597  -0.090
C -7.482 2.888 -2.621  -1.017
Cl 5.553 -1.229 3.778  0.581
Cl 5.317 -4.333 0.298  0.504
Cl 1.967 7.384 -0.108  0.541
Cl 3.314 -6.449 3.406  0.512
H 3.439 4.025 -4.052  -0.013
C -2.464 -0.533 11.343  -1.033
C -1.301 -0.281 -0.755  -0.290
O -1.608 -1.536 -0.297  0.017
Cl 8.766 -8.385 0.288  0.513
H 5.246 -6.575 -5.568  0.026
H 5.553 -6.676 0.381  -0.008
H -2.605 2.478 -7.838  0.020
C 3.383 -1.875 -3.326  -1.008
C -1.278 -5.446 -0.331  -0.987
C 2.203 6.535 -1.638  -1.020
Cl 2.349 -1.144 -2.080  0.501
H 8.879 -9.567 2.319  0.028
Cl 5.559 -3.722 5.304  0.516
Cl -0.559 -8.029 -2.572  0.536
Cl 1.207 -0.625 5.413  0.489
Cl 0.983 2.703 -1.092  0.805
H -4.464 -3.815 -6.513  0.029
C 2.925 4.055 -5.005  -1.006
Cl 1.692 -1.169 1.769  0.554
Cl -6.384 1.732 -6.091  0.547
H 3.715 10.097 -4.746  0.030
C -1.644 6.661 -0.219  -1.017
Cl 4.202 -0.234 0.609  0.512
H 7.065 -5.863 -0.080  0.004
C -0.298 -1.532 5.227  -1.039
Cl -0.661 -2.529 6.639  0.514
C -0.226 1.544 -1.087  -0.729
Cl 4.864 -2.512 -2.627  0.496
H 1.162 -6.596 2.478  -0.004
H -1.344 6.263 3.688  0.012
H 0.607 -0.032 0.075  0.058
H -2.120 0.769 -7.749  -0.012
C 3.412 -1.530 1.496  -1.028
Cl -2.478 -1.966 10.304  0.490

charge	+1
HOMO-LUMO gap	9.526	eV